Entry 1:
{
  "formula": "C48H90CsF5N11OPSi2Te",
  "method": "wB97M-V/def2-TZVPD",
  "lumo_ev": -0.19,
  "relative_energy_kcal_mol": 18.86,
  "homo_ev": -6.6811,
  "species": ["Cs", "C", "N", "C", "C", "N", "N", "C", "N", "N", "H", "H", "H", "H", "H", "H", "H", "H", "H", "H", "H", "C", "N", "C", "C", "N", "C", "C", "N", "C", "C", "N", "C", "N", "C", "C", "C", "N", "C", "H", "H", "H", "H", "H", "H", "H", "H", "H", "H", "H", "H", "H", "H", "H", "H", "H", "H", "H", "H", "H", "H", "H", "H", "C", "Si", "C", "C", "C", "Te", "C", "Si", "C", "C", "C", "H", "H", "H", "H", "H", "H", "H", "H", "H", "H", "H", "H", "H", "H", "H", "H", "H", "H", "H", "H", "H", "H", "F", "C", "C", "C", "F", "C", "F", "C", "F", "C", "F", "O", "P", "C", "C", "C", "C", "C", "C", "C", "C", "C", "C", "C", "C", "C", "C", "C", "C", "C", "C", "H", "H", "H", "H", "H", "H", "H", "H", "H", "H", "H", "H", "H", "H", "H", "H", "H", "H", "H", "H", "H", "H", "H", "H", "H", "H", "H", "H", "H", "H", "H", "H", "H"],
  "xyz": [[0.103, -0.235, -0.419], [-3.279, 0.917, 3.913], [-3.834, 0.341, 2.710], [-5.232, 0.592, 2.443], [-3.001, -0.313, 1.825], [-1.735, -0.282, 1.802], [-3.727, -1.109, 0.921], [-3.232, -1.985, -0.045], [-4.238, -2.840, -0.496], [-2.020, -1.999, -0.402], [-4.027, 0.876, 4.706], [-2.967, 1.960, 3.782], [-2.417, 0.336, 4.242], [-5.885, -0.223, 2.782], [-5.403, 0.769, 1.381], [-5.537, 1.494, 2.974], [-1.328, 0.372, 2.465], [-4.632, -1.379, 1.269], [-5.164, -2.441, -0.541], [-4.001, -3.340, -1.337], [-1.842, -2.697, -1.120], [-0.103, -0.919, 5.042], [1.318, -0.842, 5.239], [1.848, -0.798, 6.578], [3.323, -0.578, 6.290], [3.285, 0.231, 5.082], [4.576, 0.424, 4.455], [2.096, -0.062, 4.388], [1.645, 0.262, 3.245], [2.406, 1.023, 2.278], [2.305, 2.546, 2.505], [1.057, 3.028, 1.954], [0.579, 4.163, 2.243], [1.043, 5.166, 3.109], [2.442, 5.540, 3.125], [0.128, 6.296, 3.036], [-1.161, 5.647, 2.560], [-0.642, 4.594, 1.719], [-1.562, 3.635, 1.168], [-0.494, -1.829, 5.501], [-0.302, -0.944, 3.973], [-0.624, -0.053, 5.481], [1.651, -1.728, 7.116], [1.427, 0.040, 7.158], [3.833, -1.535, 6.111], [3.842, -0.047, 7.091], [5.309, 0.568, 5.251], [4.594, 1.318, 3.836], [4.888, -0.438, 3.853], [1.913, 0.892, 1.316], [3.428, 0.669, 2.151], [3.154, 3.037, 2.004], [2.384, 2.762, 3.579], [3.079, 4.701, 3.398], [2.579, 6.321, 3.873], [2.771, 5.934, 2.153], [0.477, 7.035, 2.299], [0.036, 6.787, 4.007], [-1.795, 6.334, 1.995], [-1.745, 5.247, 3.405], [-2.313, 4.162, 0.577], [-2.070, 3.053, 1.951], [-1.032, 2.952, 0.513], [-3.216, -5.947, 3.626], [-1.975, -4.526, 3.639], [-2.927, -2.897, 3.695], [-0.851, -4.674, 5.142], [-0.969, -4.603, 2.062], [0.543, -3.094, 1.869], [1.880, -4.273, 0.670], [3.381, -4.887, 1.626], [2.825, -6.076, 2.979], [4.541, -5.764, 0.427], [4.256, -3.403, 2.387], [-3.859, -5.921, 4.506], [-2.713, -6.913, 3.615], [-3.858, -5.898, 2.746], [-3.280, -2.677, 4.703], [-3.799, -2.944, 3.042], [-2.311, -2.061, 3.358], [-1.404, -4.468, 6.059], [-0.016, -3.977, 5.081], [-0.435, -5.678, 5.225], [-1.621, -4.547, 1.190], [-0.435, -5.554, 2.021], [2.188, -3.616, -0.143], [1.274, -5.059, 0.220], [2.452, -7.010, 2.560], [2.032, -5.628, 3.581], [3.649, -6.321, 3.650], [4.067, -6.639, -0.018], [5.454, -6.098, 0.920], [4.830, -5.096, -0.384], [3.609, -2.900, 3.110], [4.533, -2.677, 1.626], [5.166, -3.709, 2.906], [1.055, -2.608, -3.698], [2.251, -2.482, -3.018], [2.313, -1.731, -1.877], [3.552, -1.647, -1.301], [3.734, -0.905, -0.152], [4.683, -2.282, -1.787], [5.882, -2.200, -1.186], [4.562, -3.037, -2.946], [5.634, -3.663, -3.448], [3.334, -3.145, -3.581], [3.242, -3.871, -4.705], [-0.895, 1.581, -1.934], [-0.964, 1.812, -3.417], [-0.852, 3.614, -3.739], [-1.998, 4.372, -3.030], [-3.031, 4.871, -4.030], [-2.411, 5.904, -4.975], [-0.937, 5.590, -5.266], [-0.680, 4.089, -5.192], [0.483, 1.019, -4.198], [1.750, 1.753, -3.723], [3.017, 0.962, -4.072], [2.876, 0.213, -5.401], [1.900, 0.932, -6.318], [0.487, 0.853, -5.733], [-2.635, 1.236, -3.936], [-3.002, -0.079, -3.239], [-2.563, -1.302, -4.029], [-3.211, -1.303, -5.406], [-2.835, -0.047, -6.179], [-3.121, 1.229, -5.394], [0.073, 3.861, -3.203], [-1.580, 5.226, -2.491], [-2.448, 3.739, -2.261], [-3.892, 5.302, -3.514], [-3.416, 4.024, -4.603], [-2.492, 6.902, -4.537], [-2.978, 5.933, -5.908], [-0.293, 6.087, -4.534], [-0.650, 5.986, -6.242], [0.323, 3.845, -5.545], [-1.372, 3.579, -5.868], [0.523, 0.024, -3.740], [1.704, 1.932, -2.646], [1.790, 2.735, -4.204], [3.237, 0.254, -3.274], [3.855, 1.662, -4.122], [2.502, -0.797, -5.219], [3.851, 0.094, -5.876], [1.897, 0.489, -7.317], [2.204, 1.975, -6.447], [0.079, -0.132, -5.968], [-0.160, 1.584, -6.221], [-3.217, 2.017, -3.428], [-4.096, -0.102, -3.143], [-2.596, -0.097, -2.226], [-2.830, -2.210, -3.482], [-1.472, -1.326, -4.120], [-4.300, -1.343, -5.280], [-2.928, -2.191, -5.972], [-3.380, -0.005, -7.125], [-1.777, -0.098, -6.444], [-4.210, 1.357, -5.347], [-2.747, 2.096, -5.943]]
}

***

Entry 2:
{
  "formula": "C48H90F18O24",
  "method": "wB97M-V/def2-TZVPD",
  "lumo_ev": 0.36,
  "relative_energy_kcal_mol": 43.26,
  "homo_ev": -9.2614,
  "species": ["C", "C", "O", "C", "O", "C", "F", "F", "F", "H", "H", "H", "H", "H", "C", "C", "O", "C", "O", "C", "F", "F", "F", "H", "H", "H", "H", "H", "C", "C", "O", "C", "O", "C", "F", "F", "F", "H", "H", "H", "H", "H", "C", "C", "O", "C", "O", "C", "F", "F", "F", "H", "H", "H", "H", "H", "C", "C", "O", "C", "O", "C", "F", "F", "F", "H", "H", "H", "H", "H", "C", "C", "O", "C", "O", "C", "F", "F", "F", "H", "H", "H", "H", "H", "C", "O", "C", "C", "O", "C", "H", "H", "H", "H", "H", "H", "H", "H", "H", "H", "C", "O", "C", "C", "O", "C", "H", "H", "H", "H", "H", "H", "H", "H", "H", "H", "C", "O", "C", "C", "O", "C", "H", "H", "H", "H", "H", "H", "H", "H", "H", "H", "C", "O", "C", "C", "O", "C", "H", "H", "H", "H", "H", "H", "H", "H", "H", "H", "C", "O", "C", "C", "O", "C", "H", "H", "H", "H", "H", "H", "H", "H", "H", "H", "C", "O", "C", "C", "O", "C", "H", "H", "H", "H", "H", "H", "H", "H", "H", "H"],
  "xyz": [[-5.383, -1.454, 2.129], [-4.928, -0.305, 1.253], [-4.713, 0.929, 2.013], [-3.628, 1.605, 1.888], [-2.591, 1.359, 1.297], [-3.638, 2.898, 2.854], [-2.459, 3.139, 3.459], [-4.025, 3.944, 2.126], [-4.492, 2.732, 3.876], [-4.605, -2.004, 2.717], [-5.935, -2.074, 1.459], [-6.095, -1.097, 2.910], [-5.731, -0.004, 0.582], [-4.044, -0.516, 0.727], [-4.997, -5.401, 1.110], [-4.131, -4.145, 0.745], [-3.163, -4.580, -0.247], [-3.626, -4.245, -1.429], [-4.583, -3.568, -1.757], [-2.872, -5.015, -2.598], [-1.563, -4.780, -2.445], [-3.031, -6.386, -2.567], [-3.380, -4.678, -3.798], [-4.499, -6.162, 1.615], [-5.539, -5.808, 0.264], [-5.793, -5.215, 1.786], [-3.517, -3.871, 1.603], [-4.738, -3.312, 0.416], [-3.559, -0.603, -5.542], [-2.637, -1.355, -4.576], [-1.356, -1.505, -5.244], [-0.341, -1.968, -4.540], [-0.388, -2.447, -3.411], [0.980, -1.902, -5.456], [0.782, -2.215, -6.763], [1.494, -0.674, -5.385], [1.802, -2.823, -4.903], [-4.586, -0.600, -5.057], [-3.590, -1.108, -6.523], [-3.192, 0.389, -5.700], [-3.129, -2.231, -4.293], [-2.356, -0.759, -3.742], [3.431, -1.872, 2.394], [4.230, -3.144, 1.866], [5.043, -2.686, 0.644], [4.418, -2.379, -0.476], [3.247, -2.373, -0.710], [5.380, -2.021, -1.708], [4.966, -0.881, -2.251], [6.642, -1.877, -1.418], [5.276, -3.020, -2.588], [2.762, -2.214, 3.177], [2.780, -1.630, 1.554], [4.036, -1.090, 2.812], [3.557, -3.940, 1.570], [5.087, -3.495, 2.427], [1.313, -5.836, -1.436], [2.694, -5.399, -1.908], [2.680, -5.441, -3.346], [2.734, -6.676, -3.831], [2.908, -7.686, -3.229], [2.265, -6.757, -5.326], [0.975, -6.467, -5.376], [2.877, -5.860, -6.117], [2.475, -7.948, -5.846], [1.033, -6.735, -1.913], [0.653, -5.049, -1.481], [1.264, -6.019, -0.353], [3.476, -6.075, -1.589], [3.015, -4.406, -1.764], [-1.366, -1.118, -0.392], [0.123, -1.298, -0.186], [0.537, -0.563, 1.020], [0.756, 0.768, 0.919], [0.777, 1.431, -0.089], [0.964, 1.414, 2.342], [1.389, 2.673, 2.106], [-0.208, 1.502, 2.970], [1.814, 0.769, 3.215], [-1.912, -1.567, 0.431], [-1.752, -1.550, -1.279], [-1.636, -0.043, -0.304], [0.704, -0.989, -1.077], [0.488, -2.334, 0.013], [-0.678, -4.484, 1.922], [-0.671, -3.165, 2.510], [-0.849, -3.322, 3.950], [-0.810, -1.978, 4.655], [-2.096, -1.422, 4.569], [-2.098, -0.200, 5.237], [-0.800, -4.375, 0.783], [-1.456, -5.105, 2.340], [0.239, -4.999, 2.176], [-0.068, -3.994, 4.366], [-1.787, -3.882, 4.074], [-0.071, -1.400, 4.088], [-0.444, -2.041, 5.656], [-3.089, 0.054, 5.466], [-1.747, 0.610, 4.480], [-1.461, -0.249, 6.136], [-7.958, 4.517, -0.428], [-7.052, 3.583, -0.980], [-7.191, 2.245, -0.567], [-6.398, 1.488, -1.464], [-5.069, 1.616, -1.077], [-4.167, 1.169, -2.118], [-7.844, 5.499, -0.893], [-7.720, 4.665, 0.663], [-9.077, 4.353, -0.527], [-8.265, 1.895, -0.624], [-6.820, 2.164, 0.442], [-6.565, 1.745, -2.517], [-6.611, 0.394, -1.389], [-4.476, 1.485, -3.156], [-4.227, 0.070, -2.207], [-3.174, 1.524, -1.834], [4.747, 3.480, 1.941], [5.036, 2.630, 3.097], [5.313, 3.406, 4.339], [4.321, 2.959, 5.423], [3.055, 3.645, 5.148], [1.926, 2.927, 5.631], [5.751, 3.807, 1.533], [4.281, 4.402, 2.225], [4.206, 2.818, 1.231], [5.303, 4.521, 4.276], [6.321, 3.157, 4.653], [4.777, 3.194, 6.455], [4.157, 1.848, 5.334], [2.145, 1.820, 5.786], [1.088, 2.991, 4.870], [1.594, 3.274, 6.629], [-0.060, 4.934, -0.765], [0.729, 6.032, -0.273], [0.028, 7.251, -0.373], [-0.409, 7.579, -1.834], [0.581, 7.457, -2.811], [1.692, 8.309, -2.646], [-1.195, 5.129, -0.688], [0.190, 4.035, -0.231], [0.260, 4.726, -1.815], [0.724, 8.002, -0.059], [-0.903, 7.208, 0.324], [-0.883, 8.591, -1.885], [-1.160, 6.862, -2.158], [2.298, 8.069, -3.495], [2.324, 8.116, -1.741], [1.432, 9.369, -2.760], [-2.410, 2.483, -7.300], [-3.055, 2.674, -6.050], [-2.441, 3.637, -5.192], [-1.176, 3.158, -4.531], [-1.302, 1.937, -3.917], [-0.236, 1.560, -3.050], [-2.259, 3.427, -7.760], [-2.984, 1.821, -7.882], [-1.387, 2.197, -7.130], [-3.238, 3.897, -4.461], [-2.289, 4.542, -5.692], [-0.894, 3.950, -3.830], [-0.227, 3.084, -5.170], [-0.766, 0.741, -2.548], [0.075, 2.348, -2.394], [0.645, 1.272, -3.653], [7.988, 0.022, 6.941], [7.756, 0.524, 5.667], [7.105, -0.460, 4.927], [7.276, -0.115, 3.503], [7.426, -1.289, 2.797], [7.656, -0.878, 1.417], [8.657, -0.835, 6.857], [7.066, -0.314, 7.453], [8.395, 0.791, 7.537], [6.083, -0.493, 5.242], [7.594, -1.527, 5.086], [8.133, 0.502, 3.542], [6.424, 0.429, 3.058], [8.582, -0.342, 1.269], [6.834, -0.284, 1.082], [7.685, -1.775, 0.767]]
}